No. 1
DFT (wB97M-V/def2-TZVPD) results for 3 unconnected molecules or ions with the total composition C26H42O8.

```
76
Properties=species:S:1:pos:R:3:forces:R:3
C -4.48352 2.77657 -2.66174 0.0 0.0 0.0
C -4.79507 1.32991 -2.29563 -0.1 0.0 -0.1
C -3.71676 0.29812 -2.65400 0.0 0.0 0.2
C -2.29304 0.73675 -2.30131 -0.1 0.1 -0.1
C -1.17801 -0.08527 -2.86464 -0.1 -0.5 0.1
C -0.03816 -0.50543 -2.29532 0.3 0.3 -0.1
C 0.48531 -0.47588 -0.89625 -0.3 0.0 0.0
C 0.20110 0.78825 -0.07190 0.0 -0.2 0.0
C 1.23029 0.92409 1.04471 -0.2 0.2 0.1
C 0.92642 2.01709 2.08382 0.0 0.0 0.0
C 0.14799 3.22680 1.56445 0.0 -0.1 0.1
C 0.06410 4.36406 2.58498 -0.1 0.2 -0.3
C 1.26834 5.34039 2.66415 0.1 -0.2 0.1
C 2.45881 5.09042 1.73106 0.1 0.2 0.0
C 2.29559 5.71694 0.35061 0.0 -0.1 -0.1
O 3.51718 5.78458 -0.35859 0.1 0.0 0.0
C 3.92496 4.55623 -0.92849 0.0 0.0 0.0
C 0.85936 -0.96607 -3.40121 0.2 0.4 -0.2
O 2.04325 -1.11941 -3.39407 -0.4 -0.3 0.1
O 0.11553 -1.04580 -4.56245 0.0 -0.2 0.1
C -1.18554 -0.68002 -4.24222 0.1 -0.3 0.2
O -2.09792 -0.99096 -4.94177 0.1 0.4 -0.1
H -3.58926 3.14902 -2.16177 0.0 0.0 0.0
H -5.30250 3.42861 -2.36022 -0.1 0.0 -0.1
H -4.33612 2.89297 -3.73665 0.0 0.0 0.0
H -5.04627 1.26447 -1.23437 0.1 0.0 0.1
H -5.70038 1.03758 -2.83210 -0.1 0.0 0.1
H -3.93153 -0.61569 -2.09440 0.0 -0.1 -0.1
H -3.77739 0.04502 -3.70922 0.0 0.1 0.0
H -2.12677 1.74848 -2.68602 0.0 0.0 0.0
H -2.17843 0.80273 -1.22119 0.0 0.0 0.0
H 1.55554 -0.68339 -0.92527 0.0 0.1 -0.1
H 0.02548 -1.32159 -0.37264 0.1 0.0 0.1
H -0.78802 0.69630 0.38003 -0.1 0.1 0.0
H 0.18430 1.67268 -0.71242 0.1 0.0 0.0
H 1.26210 -0.03632 1.55783 0.3 0.0 0.0
H 2.21318 1.11491 0.60404 0.0 -0.1 -0.1
H 1.87279 2.35255 2.51399 0.0 0.0 0.1
H 0.36833 1.57964 2.91627 -0.1 0.0 0.0
H 0.56511 3.58164 0.61987 0.0 0.0 0.0
H -0.86883 2.89849 1.33717 0.0 0.0 -0.1
H -0.11447 3.91478 3.56412 0.0 0.0 0.1
H -0.83030 4.95053 2.36693 0.0 0.0 0.0
H 1.63999 5.34426 3.68933 0.0 0.0 0.0
H 0.91527 6.35716 2.47876 0.0 0.0 0.0
H 2.68381 4.02728 1.64478 0.0 0.0 0.0
H 3.34786 5.55859 2.15992 0.0 0.0 0.1
H 1.55844 5.17536 -0.25574 -0.1 0.1 0.0
H 1.94818 6.74526 0.45826 0.0 0.0 0.0
H 3.30242 3.72311 -0.59171 0.0 0.0 0.0
H 4.95598 4.34533 -0.64417 0.0 0.0 0.0
H 3.86320 4.61241 -2.01795 0.0 0.0 0.0
O -0.63463 -2.20233 1.91929 0.0 0.0 0.0
C 0.21604 -2.70619 2.59947 0.0 0.0 -0.1
O 1.28942 -1.99980 3.02384 0.0 0.1 0.0
C 2.21552 -2.85805 3.71636 0.0 -0.1 0.0
C 1.37923 -4.04664 4.18273 0.0 0.0 0.0
C 0.33058 -4.13318 3.07655 0.0 0.1 0.2
H 2.99202 -3.15843 3.01025 0.0 0.0 0.0
H 2.66617 -2.28450 4.52228 0.0 0.0 0.0
H 1.97087 -4.95101 4.30412 0.0 0.0 0.0
H 0.90311 -3.81622 5.13697 0.0 0.0 0.0
H 0.67933 -4.72785 2.22980 0.0 -0.1 0.1
H -0.63929 -4.50213 3.39982 0.0 0.0 -0.1
O 1.33183 -6.01919 0.61083 0.0 0.0 0.0
C 0.43858 -6.24713 -0.15518 0.1 0.0 0.0
O -0.58633 -7.06707 0.16356 0.0 0.0 0.0
C -1.46824 -7.22916 -0.96386 0.0 0.0 0.0
C -1.22139 -6.00672 -1.84150 0.0 0.0 0.0
C 0.25069 -5.71880 -1.56267 -0.1 0.0 0.0
H -1.20514 -8.16115 -1.46833 0.0 0.0 0.0
H -2.48380 -7.30553 -0.58466 0.0 0.0 0.0
H -1.45323 -6.18546 -2.88880 0.0 0.0 0.0
H -1.83275 -5.17303 -1.49403 0.0 0.0 0.0
H 0.91906 -6.27714 -2.22138 0.0 0.0 0.0
H 0.52043 -4.66686 -1.60511 0.1 0.0 0.0
```
Positions in Å, forces in eV/Å.

Values from the calculation:
LUMO energy (hartree): -0.0084
Structure (SMILES): CCCCC1=C(CCCCCCCCCOC)C(=O)OC1=O.O=C1CCCO1.O=C1CCCO1
Orbital gap (eV): 9.304
ΔE to the lowest compared entry with this formula, charge and spin (eV): 0.0000



No. 2
DFT (wB97M-V/def2-TZVPD) results for 3 unconnected molecules or ions with the total composition C26H43BrN2O9S2.

```
83
Properties=species:S:1:pos:R:3:forces:R:3
C -0.92366 -0.29999 3.07778 -0.4 0.0 0.1
C -2.20425 -0.74912 2.37600 0.3 0.7 -0.2
C -2.39329 0.03474 1.07817 -0.4 -0.5 0.0
C -3.68034 -0.30215 0.31715 0.4 0.4 0.1
C -4.07045 0.77098 -0.70600 -0.3 -0.5 -0.3
C -3.39927 0.58719 -2.08421 0.3 0.3 0.6
C -2.36163 1.60950 -2.48126 0.1 0.3 0.0
C -2.10350 1.78752 -3.86499 0.7 0.6 0.3
C -1.12401 2.65545 -4.29316 -0.6 -0.5 0.0
C -0.36813 3.40012 -3.36502 0.1 0.1 -0.3
N 0.61644 4.23668 -3.81058 -0.1 -0.1 0.2
C 1.26619 4.89117 -2.90479 -0.1 -0.1 -0.5
O 2.25701 5.73261 -3.31593 0.0 0.0 0.3
C 3.57590 5.18602 -3.20886 0.2 -0.1 -0.4
C 3.80937 3.94137 -4.05908 0.6 -0.3 0.4
O 4.94476 3.25842 -3.53276 -0.1 0.2 0.0
C 4.60578 2.40786 -2.44690 0.0 -0.4 -0.1
C 4.43781 0.96960 -2.90012 -0.1 0.2 0.3
C 0.95807 4.79305 -1.51520 0.0 0.0 0.4
C 1.69024 5.63954 -0.51575 0.0 -0.3 0.2
C 1.63169 7.09553 -0.86054 1.0 -0.4 0.5
O 0.72081 7.65545 -1.31614 -1.1 0.8 -0.6
Br 3.26122 8.07833 -0.36763 0.1 0.0 0.0
N 0.04309 3.98707 -1.06276 0.0 0.0 -0.4
C -0.63418 3.25478 -1.99698 -0.2 -0.2 0.2
C -1.63245 2.34799 -1.57522 -0.2 -0.2 -0.3
H -0.03987 -0.66725 2.56791 0.2 0.0 0.0
H -0.89941 0.78671 3.08953 0.2 0.2 0.0
H -0.91164 -0.61902 4.11470 0.1 -0.2 0.1
H -3.03303 -0.49102 3.03306 -0.3 -0.3 0.1
H -2.18610 -1.81903 2.18336 -0.1 -0.2 0.1
H -2.42515 1.08960 1.33900 0.2 0.2 0.0
H -1.53742 -0.14508 0.42895 0.2 0.2 -0.1
H -3.54888 -1.24425 -0.21095 -0.1 -0.3 0.0
H -4.48967 -0.43977 1.03322 -0.1 0.1 0.1
H -5.14504 0.69133 -0.85671 -0.1 0.1 0.0
H -3.89843 1.76654 -0.31021 0.1 0.2 0.1
H -4.16361 0.53689 -2.85079 0.0 0.0 -0.2
H -2.88537 -0.37370 -2.07275 0.0 -0.2 -0.2
H -2.68253 1.22641 -4.58130 -0.1 -0.1 -0.1
H -0.93557 2.77754 -5.34723 0.1 0.1 -0.1
H 3.85228 4.95203 -2.18341 -0.2 0.0 0.3
H 4.25015 5.96568 -3.54019 0.0 0.2 0.0
H 4.06705 4.21244 -5.07459 -0.2 0.0 -0.3
H 2.95490 3.26905 -4.05232 -0.2 0.1 -0.2
H 5.38927 2.45649 -1.69493 0.2 0.2 0.0
H 3.67972 2.74507 -1.97698 -0.1 0.1 0.2
H 3.50901 0.84700 -3.45039 -0.1 -0.1 -0.2
H 5.27842 0.68314 -3.51907 0.1 -0.1 -0.2
H 4.40447 0.32701 -2.02449 0.0 -0.2 0.1
H 2.70582 5.30620 -0.35076 0.3 0.0 -0.1
H 1.18332 5.53098 0.44106 -0.1 0.0 0.1
H -1.79604 2.25093 -0.51545 0.0 0.0 0.2
O -3.16128 -4.69372 3.20227 0.2 0.0 0.1
S -4.29181 -4.08834 3.83835 -0.4 0.0 -0.1
O -4.11423 -3.28484 5.00688 0.2 0.1 0.0
O -5.37424 -5.21236 4.13617 0.0 0.1 -0.1
C -4.93537 -6.39369 4.84229 0.1 -0.4 0.3
C -4.79651 -6.15746 6.33251 0.1 0.2 0.0
C -5.22378 -3.18461 2.65214 -0.1 0.0 0.0
H -4.00382 -6.75264 4.40288 0.0 0.1 -0.1
H -5.70337 -7.13828 4.64375 -0.1 0.1 -0.1
H -3.97684 -5.47486 6.55217 0.0 0.0 0.0
H -4.60110 -7.10270 6.83907 0.0 0.0 0.0
H -5.70922 -5.72130 6.73759 0.0 -0.1 0.0
H -5.39294 -3.81517 1.78384 0.0 0.0 0.0
H -4.63168 -2.31313 2.38230 0.0 0.0 0.0
H -6.16284 -2.87883 3.10536 0.0 0.0 0.0
O 4.51230 -1.33792 0.16102 0.1 0.1 0.0
S 4.04479 -2.40118 0.99817 -0.3 -0.2 0.0
O 4.87619 -2.90021 2.04712 0.1 0.1 0.0
O 3.57897 -3.60565 0.07311 -0.1 0.0 0.1
C 4.50317 -4.07106 -0.93464 0.3 -0.2 -0.3
C 5.58907 -4.95613 -0.35743 0.0 0.1 0.2
C 2.46367 -1.99399 1.65342 -0.1 0.0 0.0
H 4.92142 -3.21467 -1.46531 0.0 0.1 0.1
H 3.88968 -4.62925 -1.63878 -0.1 0.0 0.1
H 6.26092 -4.39164 0.28757 0.0 0.0 0.0
H 6.17590 -5.39412 -1.16497 0.0 0.0 0.0
H 5.15304 -5.75782 0.23800 0.0 0.0 0.0
H 1.82440 -1.65506 0.84293 0.0 0.0 0.0
H 2.61584 -1.19796 2.37894 0.1 0.0 0.0
H 2.04980 -2.87306 2.13976 0.0 0.0 0.0
```
Positions in Å, forces in eV/Å.

Values from the calculation:
LUMO energy (hartree): -0.0111
Structure (SMILES): CCCCCCc1ccc2nc(OCCOCC)c(CC(=O)Br)nc2c1.CCOS(C)(=O)=O.CCOS(C)(=O)=O
Orbital gap (eV): 8.783



No. 3
DFT (wB97M-V/def2-TZVPD) results for a molecular structure, C26H43N5Zr.

```
75
Properties=species:S:1:pos:R:3:forces:R:3
Zr -0.23061 -0.00211 -0.33863 0.0 -0.4 -0.1
C -0.77389 2.49921 -2.62147 0.0 0.0 0.0
C 0.54921 1.79155 -2.92299 0.0 0.0 0.0
N 0.53789 0.33633 -2.57518 0.0 0.0 0.0
C 1.88210 -0.26641 -2.79363 0.0 0.0 0.0
C 2.61156 -0.41862 -1.47724 0.0 0.0 0.0
N 1.77584 -1.24135 -0.55420 0.0 0.0 0.0
C 1.88269 -2.70058 -0.88609 0.0 0.0 0.0
C 0.59127 -3.50854 -0.87855 0.0 0.0 0.0
C -0.47466 -3.07688 -1.88119 0.0 0.0 0.0
N -1.35272 -2.02258 -1.32621 0.0 0.1 0.0
C -2.38071 -1.57248 -2.28605 0.0 0.0 0.0
C -3.11432 -0.36335 -1.73559 0.0 0.0 0.0
N -2.17408 0.76405 -1.48565 -0.1 0.0 0.0
C -1.99472 1.60242 -2.71487 0.0 0.0 0.0
H -0.89109 3.31669 -3.33322 0.0 0.0 0.0
H -0.74115 2.95600 -1.63089 0.0 0.0 0.0
H 1.35317 2.25345 -2.35114 0.0 0.0 0.0
H 0.79353 1.88097 -3.98468 0.0 0.0 0.0
H -0.08568 -0.11022 -3.24122 0.0 0.0 0.0
H 2.46722 0.34323 -3.48400 0.0 0.0 0.0
H 1.74908 -1.24062 -3.26561 0.0 0.0 0.0
H 2.76806 0.55530 -1.01662 0.0 0.0 0.0
H 3.58518 -0.88859 -1.63503 0.0 0.0 0.0
H 2.17181 -1.11508 0.37604 0.0 0.0 0.0
H 2.59276 -3.15639 -0.19443 0.0 0.0 0.0
H 2.33148 -2.78104 -1.87652 0.0 0.0 0.0
H 0.15708 -3.54317 0.12319 0.0 0.0 0.0
H 0.88104 -4.53568 -1.10796 0.0 0.0 0.0
H -1.07654 -3.93846 -2.18238 0.0 0.0 0.0
H -0.01242 -2.68785 -2.79293 0.0 0.0 0.0
H -1.83821 -2.43431 -0.52986 0.0 0.0 0.0
H -3.09695 -2.36667 -2.51493 0.0 0.0 0.0
H -1.88490 -1.33013 -3.22934 0.0 0.0 0.0
H -3.58836 -0.62861 -0.79041 0.0 0.0 0.0
H -3.90636 -0.05595 -2.42202 0.0 0.0 0.0
H -2.61461 1.38011 -0.80384 0.0 0.0 0.0
H -2.89782 2.19748 -2.85944 0.0 0.0 0.0
H -1.93422 0.92935 -3.57348 0.0 0.0 0.0
C 1.27214 0.24776 4.32064 0.0 0.0 0.0
C 1.37473 -0.43007 2.94832 0.0 0.0 0.0
C 2.33414 -1.61441 3.02334 0.0 0.0 0.0
C -0.01432 -0.79779 2.44995 0.0 0.0 0.0
C -0.96893 0.21368 2.24236 0.1 0.1 0.0
C -2.26735 -0.09649 1.84767 -0.1 0.0 0.0
C -2.70689 -1.42685 1.75596 0.0 0.0 0.0
C -4.15410 -1.75437 1.52123 0.0 0.0 0.0
C -1.76735 -2.42674 1.97607 0.0 0.0 0.0
C -0.44446 -2.11705 2.28691 0.0 0.0 0.0
H 2.26435 0.53130 4.66990 0.0 0.0 0.0
H 0.83633 -0.43426 5.05295 0.0 0.0 0.0
H 0.66295 1.15016 4.28524 0.0 0.0 0.0
H 1.77752 0.31628 2.25148 0.0 0.0 0.0
H 2.03804 -2.31587 3.80567 0.0 0.0 0.0
H 3.33602 -1.26433 3.26770 0.0 0.0 0.0
H 2.39941 -2.18363 2.09026 0.0 0.0 0.0
H -0.70098 1.24696 2.42007 0.0 0.0 0.0
H -2.98602 0.70874 1.72916 0.0 0.0 0.0
H -4.70850 -0.90234 1.12895 0.0 0.0 0.0
H -4.62206 -2.02641 2.46945 0.0 0.0 0.0
H -4.28125 -2.60507 0.84999 0.0 0.0 0.0
H -2.07268 -3.46693 1.93467 0.0 0.0 0.0
H 0.24888 -2.92753 2.47203 0.0 0.0 0.0
N 0.55871 1.55195 0.16795 0.0 0.3 0.1
C 1.10136 2.76484 0.57701 0.0 0.0 0.0
C 2.47954 2.90787 0.76504 0.0 0.0 0.0
C 3.00779 4.11970 1.18006 0.0 0.0 0.0
C 2.17371 5.20307 1.42065 0.0 0.0 0.0
C 0.80281 5.06708 1.24822 0.0 0.0 0.0
C 0.26820 3.85856 0.83020 0.0 0.0 0.0
H 3.13299 2.05923 0.59693 0.0 0.0 0.0
H 4.07602 4.21809 1.32115 0.0 0.0 0.0
H 2.58908 6.14646 1.74657 0.0 0.0 0.0
H 0.14694 5.90536 1.44190 0.0 0.0 0.0
H -0.80373 3.75259 0.70256 0.0 0.0 0.0
```
Positions in Å, forces in eV/Å.

Values from the calculation:
LUMO energy (hartree): -0.2057
Charge: +2
Orbital gap (eV): 7.456
ΔE to the lowest compared entry with this formula, charge and spin (eV): 0.0000